[1]
Here is a structure of composition C20H47BClNO13S from OMol25. Energies are from ωB97M-V/def2-TZVPD.

Last column: Löwdin charge in e.
Geometry (Å):
O (0.796764, -2.247927, 1.872942)  0.145
C (-0.024567, -1.375408, 2.010503)  -0.382
O (-0.211098, -0.681820, 3.195674)  0.052
C (0.791416, 0.369011, 3.342490)  -0.534
O (1.726190, -0.084916, 4.261177)  0.097
C (0.015161, 1.586539, 3.903628)  -0.106
C (-1.168140, 1.212385, 4.792789)  -0.253
C (-1.852960, 2.546705, 5.233798)  -0.519
S (-2.816816, 3.217534, 3.815230)  0.690
O (1.275902, 0.546063, 2.063442)  -0.068
C (2.656137, 0.855241, 1.881897)  -0.138
C (2.856266, 0.731542, 0.308163)  -0.182
N (1.659324, 0.058386, -0.218172)  -0.430
Cl (1.078092, 0.667484, -1.724182)  0.668
B (3.058895, 2.354554, 2.255939)  -0.597
O (2.168291, 3.367199, 2.385552)  0.208
O (4.427601, 2.611742, 2.406567)  0.140
C (-0.914454, -1.015466, 0.845680)  -0.143
C (-1.482173, -1.968054, 0.027845)  -0.013
C (-2.245492, -1.569644, -1.042478)  -0.071
C (-2.463805, -0.254895, -1.325240)  -0.086
C (-1.927598, 0.691218, -0.491624)  -0.114
C (-1.173538, 0.301949, 0.565409)  -0.076
H (1.380661, -0.858764, 4.718245)  0.131
H (0.719386, 2.137847, 4.537384)  0.131
H (-0.274474, 2.232116, 3.073813)  0.094
H (-1.944236, 0.641111, 4.287972)  0.099
H (-0.823897, 0.735668, 5.718406)  0.119
H (-2.569506, 2.395494, 6.038718)  0.063
H (-1.064894, 3.255244, 5.495524)  0.069
H (-1.929877, 3.948938, 3.107204)  -0.152
H (3.353109, 0.124162, 2.299101)  0.148
H (2.907106, 1.734363, -0.130703)  0.100
H (3.782181, 0.208101, 0.047290)  0.124
H (1.933793, -0.906593, -0.376498)  0.080
H (2.528556, 4.187597, 2.021950)  0.127
H (4.825968, 2.176597, 1.638296)  0.116
H (-1.307532, -3.014369, 0.254085)  0.114
H (-2.654941, -2.351819, -1.688417)  0.096
H (-3.055379, 0.028011, -2.187940)  0.106
H (-2.084738, 1.750595, -0.658726)  0.113
H (-0.747336, 1.060388, 1.212211)  0.114
C (-3.768477, -2.081115, -4.563486)  -0.134
O (-4.867915, -1.356509, -3.999334)  -0.119
H (-2.875484, -1.476278, -4.468100)  0.051
H (-3.621383, -3.011964, -4.030979)  0.044
H (-3.961398, -2.281047, -5.621550)  0.088
H (-5.651401, -1.904788, -4.088283)  0.069
C (-1.566617, -5.273984, -3.622310)  -0.204
O (-2.537333, -4.744396, -4.529842)  -0.053
H (-1.386554, -4.541579, -2.838930)  0.110
H (-1.940520, -6.197790, -3.174104)  0.087
H (-0.633951, -5.468929, -4.155668)  0.127
H (-2.680188, -5.407210, -5.212147)  0.133
C (-5.894894, -6.809442, -3.563843)  -0.126
O (-4.860065, -6.108156, -2.882748)  -0.135
H (-5.997827, -7.792239, -3.110554)  0.081
H (-6.842206, -6.272298, -3.472776)  0.079
H (-5.642535, -6.927051, -4.621456)  0.076
H (-4.778343, -5.242357, -3.295760)  0.068
C (5.535102, 6.148352, 3.437297)  -0.148
O (5.559074, 5.114587, 2.459035)  -0.139
H (5.588180, 7.108355, 2.927043)  0.058
H (4.606832, 6.100912, 4.013838)  0.079
H (6.392214, 6.050527, 4.109753)  0.079
H (5.509138, 4.270440, 2.925380)  0.046
C (7.055891, 9.910834, 2.403462)  -0.161
O (6.222752, 9.353161, 1.392413)  -0.132
H (6.616886, 10.852035, 2.724483)  0.078
H (7.120301, 9.234664, 3.260714)  0.068
H (8.058299, 10.098631, 2.010412)  0.076
H (6.622575, 8.522617, 1.117634)  0.069
C (-0.121620, -1.438868, -5.055070)  -0.155
O (0.960974, -2.120795, -4.439926)  -0.130
H (-0.389190, -1.965973, -5.968072)  0.083
H (-0.976507, -1.429676, -4.380918)  0.046
H (0.173011, -0.415184, -5.303432)  0.081
H (1.171179, -1.637180, -3.636346)  0.031
C (-2.413444, -5.530508, -1.786703)  -0.221
O (-3.074394, -4.520323, -2.540020)  -0.196
H (-2.280868, -5.167313, -0.770167)  0.102
H (-3.014421, -6.443411, -1.765136)  0.109
H (-1.433275, -5.749142, -2.219880)  0.046
H (-3.184945, -4.853719, -3.438863)  -0.088

Cartesian forces, eV/Å:
O -0.3111 0.3026 0.7518
C 0.0477 -0.9408 -1.3409
O 0.4608 0.1101 -0.8891
C -1.8323 -0.5014 1.0244
O 0.6938 0.2844 -0.1634
C 0.6009 -0.4994 0.0495
C -0.4506 1.4408 0.5699
C 0.7558 -0.4451 -1.2819
S -0.4416 0.2202 0.1295
O 1.0507 0.5122 1.0812
C 0.1495 0.3065 -0.9410
C -0.7315 0.7070 0.0472
N 0.9837 -0.3686 -0.3869
Cl 0.4837 -0.0398 -0.2123
B 0.5451 -0.3963 0.6389
O -0.2805 -0.0906 -0.4978
O -0.6165 -0.1626 -1.0405
C -0.1490 -0.0256 1.0702
C 0.6269 -0.6271 0.5766
C -0.3981 -1.7527 -0.9613
C -0.5176 0.4874 -0.6741
C -0.4206 1.0010 -0.4370
C 0.4526 1.0453 1.5181
H -0.1037 -0.0430 -0.2499
H 0.0162 0.0852 -0.2706
H -0.1178 -0.1193 0.0659
H 0.3446 -0.3477 0.0237
H -0.0331 -0.3255 -0.2878
H 0.0689 0.1475 -0.0218
H -0.3588 0.1157 0.3424
H 0.1411 -0.2598 0.4740
H -0.5048 -0.0931 0.5115
H -0.0466 -0.1583 -0.0981
H -0.0647 0.0544 0.1597
H -0.4827 -0.0916 -0.1773
H 0.1047 0.1131 0.5374
H 0.6423 -0.0930 0.4879
H -0.0706 -0.0038 -0.1639
H -0.0167 0.2990 0.2005
H -0.0564 -0.0343 0.0386
H -0.0344 -0.0524 -0.0892
H -0.1125 -0.0599 -0.1440
C -0.8256 0.0482 0.1031
O 0.2200 0.1604 -0.0727
H -0.0841 0.1375 0.0218
H 0.0551 0.2537 -0.0598
H 0.2024 -0.0443 -0.0601
H -0.0132 0.0485 0.0689
C 4.4774 -0.1246 -7.0497
O 1.4502 -0.4039 -4.8635
H 1.2296 0.6760 -2.5228
H 0.2159 -0.3306 -3.9384
H 0.2590 -0.2016 -0.4905
H 0.1453 0.0096 -0.4737
C 0.0998 0.2389 0.0151
O -0.9584 -0.6805 -0.6553
H 0.0252 0.0007 0.0233
H -0.0849 -0.1285 -0.0630
H -0.1472 -0.1185 -0.0485
H -0.3134 -0.0695 0.5008
C 0.0656 -0.3524 -0.0723
O 0.0935 0.2746 0.1262
H -0.0440 -0.0222 -0.0306
H 0.0512 0.1579 0.1004
H -0.0586 0.1576 0.0986
H -0.1629 0.0577 -0.2923
C 0.0131 -0.2761 -0.1899
O -0.0050 0.0503 0.0928
H -0.0510 -0.0168 -0.0469
H 0.0779 0.1114 0.0868
H 0.0391 0.0766 0.1330
H -0.0688 0.0164 -0.0732
C 0.2400 0.0861 0.2541
O 0.0868 -0.1650 -0.0911
H 0.0431 -0.0544 0.0139
H -0.0743 0.1271 -0.0750
H -0.1887 0.0341 -0.0857
H 0.0575 -0.0022 0.0799
C -2.4900 0.1522 6.5902
O -1.6684 0.4941 6.7015
H -0.5291 0.1952 0.4957
H 0.1734 -0.0204 0.1124
H -0.1115 -0.5690 5.4432
H -1.4588 0.3149 0.2227

Summary:
**LUMO level**: 0.2 eV
**F_max**: 8.35 eV/Å
**Charge**: 0
**Gap between HOMO and LUMO**: 9.061 eV
**Electronic energy**: -73634.0210 eV



[2]
Here is a cluster of 2 separate species, CBrCl2F2OP in total from OMol25. Energies are from ωB97M-V/def2-TZVPD.

Last column: natural (NBO) charge in e.
Geometry (Å):
C (-1.263221, 1.608711, -0.809898)  0.609
O (2.307915, -0.367143, 0.663203)  -0.958
F (-1.096500, 0.849300, 0.285624)  -0.329
F (-1.990545, 0.945492, -1.731495)  -0.321
P (1.253145, -1.355708, 0.514729)  1.462
Cl (1.799765, -2.910728, -0.681309)  -0.255
Cl (0.762591, -2.214623, 2.280056)  -0.249
Br (-1.773151, 3.444699, -0.520910)  0.041

Cartesian forces, eV/Å:
C -0.1608 -0.4436 -0.2761
O 0.5962 0.8437 -0.0211
F -0.4576 0.7395 -0.8151
F 0.5308 0.6881 1.1094
P -0.2922 -0.6695 -0.0795
Cl -0.1215 -0.0437 0.0177
Cl -0.1680 -0.1487 0.0727
Br 0.0730 -0.9659 -0.0079

Summary:
**LUMO level (alpha / beta)**: -2.8 / -1.0 eV
**F_max**: 1.41 eV/Å
**Charge**: 0
**Gap between HOMO and LUMO (alpha / beta)**: 6.766 / 8.926 eV
**Electronic energy**: -112894.3101 eV



[3]
Here is a cluster of 3 separate species, C20H24NO8P in total from OMol25. Energies are from ωB97M-V/def2-TZVPD.

Last column: natural (NBO) charge in e.
Geometry (Å):
P (2.854212, -0.263165, 0.627586)  0.638
C (1.706616, 1.044292, 1.432831)  -0.753
C (0.942898, 1.988648, 0.418900)  -0.429
C (-0.520441, 2.285709, 0.992834)  -0.395
C (-1.660889, 1.672974, 0.088237)  -0.209
N (-1.715351, 0.223005, 0.354101)  -0.364
C (-2.447510, -0.500804, 1.282719)  -0.078
C (-2.155851, -1.903049, 1.124777)  -0.320
C (-1.192078, -1.998168, -0.026989)  -0.311
C (-0.961897, -0.632188, -0.430007)  -0.095
H (2.659667, 0.263513, -0.694993)  -0.063
H (3.935619, 0.177240, 1.475062)  -0.061
H (1.985565, -1.298835, 1.127389)  -0.030
H (3.712747, -1.287556, 0.095852)  -0.129
H (2.343143, 1.644702, 2.141019)  0.208
H (0.952007, 0.504514, 2.063011)  0.211
H (0.917314, 1.607218, -0.633997)  0.201
H (1.465435, 2.984616, 0.452805)  0.213
H (-0.664604, 1.896621, 2.029009)  0.214
H (-0.698990, 3.397941, 1.013931)  0.203
H (-1.525199, 1.875693, -1.005516)  0.208
H (-2.622374, 2.148703, 0.408805)  0.230
H (-3.146103, -0.075083, 2.020980)  0.236
H (-2.520324, -2.783988, 1.684672)  0.227
H (-0.738793, -2.890662, -0.496147)  0.226
H (-0.255716, -0.443210, -1.260266)  0.223
C (7.540367, -2.487054, -3.505991)  -0.374
C (6.299771, -2.719553, -3.065773)  0.310
C (5.903132, -2.424501, -1.654807)  0.471
O (4.757696, -2.633746, -1.301059)  -0.524
C (6.923232, -1.895127, -0.751044)  -0.374
C (8.164590, -1.665821, -1.190463)  0.308
C (8.553723, -1.935495, -2.608379)  0.472
O (9.690895, -1.694610, -2.969984)  -0.530
O (9.121778, -1.181353, -0.378244)  -0.631
O (5.349623, -3.228678, -3.870698)  -0.631
H (7.838959, -2.694227, -4.524435)  0.245
H (6.628620, -1.702153, 0.271440)  0.247
H (9.921529, -1.104899, -0.933662)  0.505
H (4.548305, -3.299015, -3.316565)  0.505
C (-6.605809, 2.429659, 1.842481)  -0.379
C (-7.938518, 2.487849, 1.752657)  0.316
C (-8.704372, 1.550192, 0.874223)  0.471
O (-9.918397, 1.626963, 0.837703)  -0.526
C (-7.950312, 0.576384, 0.087554)  -0.373
C (-6.616917, 0.520371, 0.174919)  0.309
C (-5.855292, 1.440296, 1.073474)  0.483
O (-4.642621, 1.340175, 1.133219)  -0.555
O (-5.900768, -0.365728, -0.539939)  -0.626
O (-8.652799, 3.390118, 2.447437)  -0.628
H (-6.040731, 3.100342, 2.475224)  0.245
H (-8.513726, -0.084371, -0.556572)  0.247
H (-4.965337, -0.208439, -0.299328)  0.512
H (-9.585721, 3.223739, 2.210010)  0.506

Cartesian forces, eV/Å:
P -0.1283 -0.4652 0.7496
C -0.4446 0.6725 -0.2036
C -0.2376 0.6813 1.9678
C -0.2577 0.5359 -1.4837
C -0.1259 0.6714 1.5621
N 0.2915 -0.5642 -1.3609
C 0.4743 -2.4773 0.0506
C 1.3644 1.5528 -1.9743
C -1.2352 2.7284 1.3946
C -0.2388 -3.6744 0.5626
H -0.0660 0.0841 0.0985
H -0.0622 -0.0693 -0.1494
H 0.1740 0.1155 -0.1685
H -0.0053 0.2413 -0.0740
H -0.6200 -0.3875 -0.6570
H 0.6573 0.2546 -0.5522
H 0.0210 0.2317 0.8961
H -0.3246 -1.0077 -0.5276
H 0.2219 0.3051 -0.8333
H 0.2312 -0.9884 0.0597
H 0.0598 -0.3742 1.0072
H 0.7319 -0.6403 -0.3802
H 0.8198 0.0155 -0.7658
H 0.0688 1.0329 -0.2915
H -0.4071 0.7557 0.5169
H -0.8364 0.8407 0.7687
C 0.2812 0.1045 0.0736
C -0.1084 -0.2382 -0.8587
C 0.0732 0.1868 0.6377
O 0.1674 -0.3882 -0.5637
C -0.2825 -0.0993 -0.0634
C 0.1033 0.2542 0.8608
C -0.0662 -0.2124 -0.6594
O 0.0040 0.0895 0.3677
O -0.1175 -0.2410 -0.8155
O 0.1137 0.2732 0.8009
H -0.0180 0.0030 0.0176
H 0.0093 0.0084 -0.0166
H -0.0162 0.0272 0.0873
H 0.0127 -0.0157 -0.0844
C 0.3006 -0.1666 -0.0866
C 0.0983 0.6934 0.6039
C -0.0991 -0.5560 -0.5017
O 0.0961 0.3014 0.2503
C -0.2710 0.1728 0.1320
C -0.0490 -0.7452 -0.6889
C -0.0317 0.5399 0.4467
O -0.3571 -0.0018 -0.2537
O 0.0863 0.7511 0.6444
O -0.0877 -0.6576 -0.5673
H -0.0297 -0.0101 0.0013
H 0.0259 -0.0021 0.0136
H 0.0054 -0.1987 -0.0535
H 0.0303 0.0567 0.0630

Summary:
**SMILES string**: O=C1C=C(O)C(=O)C=C1O.O=C1C=C(O)C(=O)C=C1O.[PH4]CCCCn1cccc1
**LUMO level**: -1.7 eV
**F_max**: 3.72 eV/Å
**Charge**: 0
**Gap between HOMO and LUMO**: 6.103 eV
**Electronic energy**: -48282.6839 eV